No. 1
Computed, not measured: a single C19H22F3N3O molecule at a distorted geometry, with ωB97M-V/def2-TZVPD.

Calculated values
HOMO-LUMO gap in Eh: 0.315
Spin multiplicity: 1
Relative energy (zero: lowest compared OMol25 entry of this formula, charge and spin) in kcal per mole: 103.0
SMILES: CC1=C(c2ccccc2)C(=O)N2N[C@H](C(F)(F)F)[C@@H](C3CCCC3)[C@H]2N1
Total energy in a.u.: -1276.1936
Max |F| in eV/A: 5.4

Each line ends with the Mulliken charge.
Atoms and positions in Å:
C1 -1.259 -2.765 0.607  -1.6073
C2 -1.144 -1.307 0.287  0.5155
C3 -2.291 -0.563 -0.074  0.1863
C4 -3.663 -1.078 -0.288  0.0965
C5 -3.897 -1.986 -1.249  -0.1911
C6 -5.240 -2.462 -1.702  -0.7760
C7 -6.313 -1.912 -1.100  -0.3441
C8 -6.041 -0.977 -0.123  -0.6421
C9 -4.778 -0.590 0.271  -0.0451
C10 -1.972 0.922 -0.094  0.5843
O1 -2.859 1.672 -0.356  -0.6525
N1 -0.684 1.395 -0.229  0.3637
N2 -0.255 2.644 0.185  -0.9343
C11 0.992 2.278 0.946  -0.3729
C12 1.641 3.609 1.373  0.6345
F1 0.660 4.281 1.952  -0.2709
F2 1.926 4.321 0.203  -0.2874
F3 2.750 3.362 2.132  -0.2427
C13 1.624 1.314 -0.035  0.0190
C14 2.856 0.611 0.494  0.0454
C15 3.181 -0.651 -0.404  -0.6865
C16 4.666 -0.974 -0.625  -0.8969
C17 5.330 0.249 -0.041  -0.5089
C18 4.258 1.306 0.308  -1.0187
C19 0.364 0.456 -0.420  -0.2423
N3 0.156 -0.746 0.369  0.1180
H1 -2.254 -3.192 0.605  0.4326
H2 -0.644 -3.256 -0.216  0.2730
H3 -0.853 -2.976 1.663  0.3449
H4 -3.124 -2.465 -1.803  0.4009
H5 -5.316 -3.290 -2.461  0.2983
H6 -7.341 -2.241 -1.208  0.3750
H7 -6.930 -0.601 0.346  0.3397
H8 -4.798 0.038 1.205  0.2517
H9 -0.973 3.085 0.726  0.2560
H10 0.686 1.813 1.849  0.5937
H11 1.794 1.697 -0.995  0.5175
H12 2.742 0.246 1.517  0.3799
H13 2.647 -1.562 -0.032  0.2411
H14 2.671 -0.506 -1.362  0.3239
H15 4.956 -1.934 -0.360  0.4853
H16 4.862 -0.812 -1.642  0.2263
H17 5.875 -0.103 0.855  0.2382
H18 6.019 0.661 -0.830  0.3593
H19 4.026 1.982 -0.518  0.4083
H20 4.509 1.966 1.156  0.3258
H21 0.394 0.300 -1.419  -0.1159
H22 1.047 -1.263 0.536  0.2009

---

No. 2
Computed, not measured: a single C19H22FN3O3S molecule at a distorted geometry, with ωB97M-V/def2-TZVPD.

Calculated values
HOMO-LUMO gap in Eh: 0.343
Spin multiplicity: 1
Relative energy (zero: lowest compared OMol25 entry of this formula, charge and spin) in kcal per mole: 38.6
SMILES: O=C(CC1CCCCC1)Nc1c2c(nn1-c1ccc(F)cc1)CS(=O)(=O)C2
Total energy in a.u.: -1625.2683
Max |F| in eV/A: 1.4

Each line ends with the Mulliken charge.
Atoms and positions in Å:
O1 0.582 2.760 0.219  -0.6022
C1 -0.267 2.051 0.698  0.3940
C2 -1.581 2.546 1.264  -1.2747
C3 -2.785 2.116 0.410  0.8549
C4 -4.087 2.616 1.041  -1.1326
C5 -5.290 2.198 0.201  -0.7053
C6 -5.159 2.733 -1.222  -0.6584
C7 -3.865 2.237 -1.858  -0.7037
C8 -2.662 2.653 -1.016  -0.8565
N1 -0.142 0.684 0.794  0.1375
C9 0.909 -0.055 0.280  -0.3786
C10 2.204 0.292 -0.046  0.6115
C11 2.750 -0.883 -0.622  -0.0988
N2 1.871 -1.860 -0.653  -1.2776
N3 0.747 -1.363 -0.101  0.9024
C12 -0.385 -2.181 0.015  0.1663
C13 -0.725 -3.004 -1.056  -0.4686
C14 -1.833 -3.824 -0.978  -0.6262
C15 -2.596 -3.808 0.177  0.3094
F1 -3.688 -4.590 0.253  -0.3247
C16 -2.260 -3.020 1.263  -0.7488
C17 -1.141 -2.211 1.185  -0.1952
C18 4.169 -0.859 -1.001  -0.6098
S1 4.742 0.599 -0.013  1.1410
O2 5.671 1.389 -0.772  -0.6536
O3 5.165 0.146 1.282  -0.6480
C19 3.106 1.439 0.141  -0.5176
H1 -1.697 2.170 2.283  0.4317
H2 -1.534 3.635 1.299  0.4623
H3 -2.829 1.020 0.364  0.2433
H4 -4.186 2.217 2.054  0.3961
H5 -4.056 3.705 1.112  0.3120
H6 -6.207 2.575 0.659  0.3588
H7 -5.355 1.108 0.173  0.3266
H8 -6.015 2.413 -1.819  0.3331
H9 -5.156 3.825 -1.199  0.3215
H10 -3.765 2.642 -2.866  0.3569
H11 -3.894 1.147 -1.937  0.3089
H12 -1.741 2.286 -1.475  0.3217
H13 -2.601 3.743 -0.984  0.2948
H14 -0.962 0.160 1.064  0.0214
H15 -0.100 -2.995 -1.935  0.4921
H16 -2.112 -4.468 -1.796  0.4351
H17 -2.859 -3.058 2.159  0.4619
H18 -0.833 -1.646 2.052  0.6349
H19 4.716 -1.750 -0.711  0.3964
H20 4.341 -0.619 -2.046  0.3293
H21 3.031 1.909 1.116  0.4310
H22 3.043 2.188 -0.643  0.2941

---

No. 3
Computed, not measured: a molecular structure, C19H22IN3OV, with ωB97M-V/def2-TZVPD.

Calculated values
HOMO-LUMO gap (alpha / beta) in Eh: 0.245 / 0.285
Spin multiplicity: 4
Total energy in a.u.: -2218.3702
Max |F| in eV/A: 0.3

Each line ends with the Löwdin spin population.
Atoms and positions in Å:
V1 0.179 -0.230 0.283  2.7275
I1 1.939 2.546 1.060  0.0374
C1 3.579 1.212 1.061  -0.0018
C2 4.742 1.686 1.600  0.0070
C3 5.901 0.888 1.571  -0.0035
C4 5.861 -0.342 0.982  0.0042
C5 4.664 -0.842 0.417  -0.0010
C6 4.649 -2.113 -0.206  0.0222
C7 3.497 -2.593 -0.757  -0.0006
C8 2.311 -1.831 -0.674  0.0330
C9 2.234 -0.593 -0.057  -0.0091
C10 3.459 -0.072 0.467  0.0049
H1 4.781 2.676 2.034  0.0013
H2 6.818 1.268 2.002  -0.0004
H3 6.752 -0.957 0.931  0.0002
H4 5.568 -2.685 -0.244  0.0014
H5 3.486 -3.557 -1.252  -0.0009
H6 1.415 -2.262 -1.121  0.0083
C11 -3.675 0.064 3.790  0.0009
C12 -3.273 0.818 2.540  0.0022
N1 -1.980 0.330 2.081  0.0250
C13 -0.983 -0.070 2.949  0.0182
N2 0.183 -0.300 2.427  0.0172
C14 1.305 -0.644 3.288  0.0058
C15 0.845 -1.384 4.533  0.0008
C16 -0.247 -0.577 5.211  0.0007
N3 -1.301 -0.255 4.260  0.0069
C17 -2.566 0.199 4.815  0.0007
H7 -3.834 -0.990 3.554  0.0000
H8 -4.604 0.470 4.191  0.0001
H9 -3.237 1.892 2.756  0.0002
H10 -3.997 0.662 1.741  0.0001
H11 -1.599 0.848 1.291  0.0164
H12 1.843 0.270 3.567  0.0000
H13 2.001 -1.252 2.711  0.0007
H14 1.676 -1.535 5.222  0.0002
H15 0.452 -2.364 4.254  0.0001
H16 0.171 0.343 5.638  0.0002
H17 -0.697 -1.144 6.027  0.0000
H18 -2.491 1.239 5.158  0.0003
H19 -2.779 -0.418 5.690  0.0000
C18 -0.945 1.960 -2.182  -0.0047
C19 -0.659 0.862 -1.208  0.0130
O1 -0.757 -0.328 -1.583  0.0651
H20 0.032 2.251 -2.580  0.0005
H21 -1.369 2.836 -1.693  0.0001
H22 -1.579 1.624 -3.006  -0.0009

---

No. 4
Computed, not measured: a single C19H22N2O4 molecule, with ωB97M-V/def2-TZVPD.

Calculated values
HOMO-LUMO gap in Eh: 0.321
Spin multiplicity: 1
Relative energy (zero: lowest compared OMol25 entry of this formula, charge and spin) in kcal per mole: 59.6
SMILES: COc1ccc(CC(=O)NNC(=O)CCc2ccccc2)cc1OC
Total energy in a.u.: -1147.6685
Max |F| in eV/A: 0.8

Each line ends with the Mulliken charge.
Atoms and positions in Å:
C1 5.360 2.310 -0.147  -0.9472
O1 5.281 0.922 0.050  -0.4619
C2 4.084 0.287 -0.188  1.4374
C3 2.964 0.946 -0.681  -0.5821
C4 1.779 0.279 -0.930  -0.6980
C5 1.680 -1.081 -0.685  0.3380
C6 0.386 -1.804 -0.926  -1.0058
C7 -0.685 -1.353 0.056  0.5864
O2 -0.554 -0.505 0.913  -0.6060
N1 -1.849 -2.041 -0.076  -0.2944
N2 -2.971 -1.605 0.636  -0.2141
C8 -4.202 -1.757 0.086  0.4142
O3 -4.379 -2.460 -0.889  -0.6846
C9 -5.283 -0.983 0.807  -0.5243
C10 -5.437 0.390 0.120  -1.1955
C11 -4.111 1.094 0.036  0.4071
C12 -3.569 1.719 1.153  -0.2235
C13 -2.317 2.305 1.096  -0.5709
C14 -1.588 2.273 -0.080  -0.3338
C15 -2.121 1.658 -1.199  -0.5600
C16 -3.373 1.071 -1.141  -0.2397
C17 2.786 -1.742 -0.184  -0.9127
C18 3.991 -1.093 0.069  0.2825
O4 4.970 -1.918 0.540  -0.4710
C19 6.195 -1.411 1.017  -0.7461
H1 4.649 2.850 0.487  0.3631
H2 5.193 2.581 -1.195  0.3406
H3 6.375 2.586 0.136  0.2589
H4 3.011 2.004 -0.881  0.3797
H5 0.929 0.824 -1.308  0.3417
H6 0.019 -1.596 -1.935  0.3764
H7 0.522 -2.881 -0.825  0.4309
H8 -2.103 -2.604 -0.880  0.3302
H9 -2.730 -0.855 1.277  0.3856
H10 -6.221 -1.532 0.739  0.3888
H11 -5.012 -0.852 1.855  0.3638
H12 -5.837 0.235 -0.883  0.3432
H13 -6.151 0.989 0.689  0.3979
H14 -4.135 1.746 2.074  0.3853
H15 -1.904 2.780 1.973  0.3847
H16 -0.607 2.721 -0.119  0.3528
H17 -1.561 1.631 -2.123  0.4334
H18 -3.782 0.583 -2.015  0.3547
H19 2.750 -2.799 0.030  0.3763
H20 6.046 -0.687 1.822  0.2876
H21 6.782 -0.949 0.221  0.2454
H22 6.728 -2.279 1.406  0.2852

---

No. 5
Computed, not measured: a molecular structure, C19H22N2O4Pd at a distorted geometry, with ωB97M-V/def2-TZVPD.

Calculated values
HOMO-LUMO gap (alpha / beta) in Eh: 0.236 / 0.217
Spin multiplicity: 1
Total energy in a.u.: -1275.4705
Max |F| in eV/A: 3.1

Each line ends with the Mulliken charge.
Atoms and positions in Å:
Pd1 0.066 0.317 -0.375  0.4253
C1 -3.331 3.282 -0.720  -0.3959
O1 -2.884 3.806 0.535  -0.4858
C2 -2.493 2.989 1.536  0.3497
C3 -2.586 3.490 2.808  -0.6769
C4 -2.232 2.713 3.926  -0.5159
C5 -1.773 1.430 3.761  -1.0550
C6 -1.612 0.897 2.471  0.5930
C7 -1.018 -0.398 2.348  -0.2219
N1 -0.503 -0.870 1.256  0.4363
N2 -0.141 -2.158 1.247  -0.9632
C8 0.581 -2.447 0.145  0.7675
O2 0.885 -1.652 -0.779  -0.8418
C9 1.032 -3.864 0.036  0.4877
C10 1.255 -4.638 1.170  -0.3307
C11 1.694 -5.949 1.042  -0.6033
C12 1.895 -6.495 -0.221  -0.3797
C13 1.666 -5.723 -1.355  -0.5562
C14 1.245 -4.408 -1.226  -0.4500
C15 -1.991 1.660 1.312  1.1229
O3 -1.911 1.172 0.133  -0.9952
H1 -3.898 4.088 -1.177  0.3071
H2 -3.971 2.412 -0.583  0.3065
H3 -2.501 3.005 -1.362  -0.0382
H4 -2.958 4.502 2.926  0.4119
H5 -2.325 3.133 4.919  0.3752
H6 -1.495 0.828 4.618  0.3596
H7 -0.967 -1.027 3.231  0.4188
H8 1.078 -4.205 2.146  0.4082
H9 1.878 -6.547 1.926  0.3751
H10 2.230 -7.521 -0.321  0.3722
H11 1.820 -6.148 -2.340  0.3771
H12 1.076 -3.787 -2.097  0.3814
C16 2.819 0.093 -2.846  -0.9910
C17 2.296 1.428 -2.380  -0.2105
O4 0.865 1.356 -2.289  -0.4402
C18 0.232 2.649 -2.209  -0.1894
C19 0.487 3.311 -0.875  -1.0706
H13 3.910 0.089 -2.813  0.3846
H14 2.497 -0.110 -3.869  0.3065
H15 2.446 -0.703 -2.203  0.1222
H16 2.546 2.225 -3.084  0.3920
H17 2.712 1.692 -1.408  0.2596
H18 -0.826 2.446 -2.342  0.1178
H19 0.573 3.273 -3.037  0.4809
H20 0.416 2.533 -0.114  0.2872
H21 -0.264 4.074 -0.662  0.3769
H22 1.480 3.757 -0.806  0.4082